# 1
4
Properties=species:S:1:pos:R:3:forces:R:3 method="wB97M-V/def2-TZVPD" lumo_ev="3.731 / 3.729" smiles=[O-]NI charge=-1 homo_energy_ev="-3.5 / -3.5" relative_energy_kj_mol=81.33 max_force_ha_per_bohr=0.103
O 1.165 0.925 0.313 -4.8 -1.3 -1.0
N -0.138 0.604 0.024 5.1 1.2 -1.0
I -0.926 -1.629 0.608 -0.3 -1.0 0.5
H -0.101 0.101 -0.945 0.0 1.1 1.5

=====

# 2
105
Properties=species:S:1:pos:R:3:forces:R:3 method="wB97M-V/def2-TZVPD" lumo_ev=-0.509 charge=0 homo_energy_ev=-7.7 relative_energy_kj_mol=89.99 max_force_ha_per_bohr=0.043
Y 0.221 0.371 0.944 1.6 -1.2 -0.8
O 4.367 -0.923 2.912 0.1 -0.1 -0.1
C 4.646 0.184 3.624 -0.1 0.3 0.1
C 5.602 0.109 4.638 0.0 -0.2 -0.1
C 5.922 1.230 5.374 -0.1 0.0 -0.1
C 5.285 2.442 5.121 0.0 0.1 0.1
C 4.317 2.519 4.141 0.1 -0.1 0.0
C 3.979 1.400 3.375 0.2 -0.4 0.1
C 2.918 1.463 2.353 -0.6 0.8 -0.4
O 2.627 0.437 1.635 -0.3 -0.3 -0.2
N 2.281 2.622 2.245 0.5 0.2 0.6
N 1.250 2.562 1.382 -0.4 0.6 -0.6
C 0.653 3.661 1.069 0.8 -0.4 0.6
C -0.472 3.612 0.166 -0.7 0.1 -0.5
C -1.229 4.752 -0.126 0.3 -0.3 0.2
C -2.298 4.645 -0.993 -0.1 -0.2 -0.1
C -2.565 3.413 -1.572 0.1 0.1 0.1
C -1.755 2.338 -1.238 -0.1 0.0 -0.2
N -0.750 2.418 -0.383 0.1 0.3 0.3
H 3.707 -0.630 2.229 0.1 -0.1 0.1
H 6.078 -0.843 4.825 0.0 0.0 0.0
H 6.669 1.166 6.153 0.0 0.0 0.0
H 5.555 3.315 5.696 -0.1 0.1 0.0
H 3.793 3.441 3.947 0.0 0.1 0.0
H 0.959 4.622 1.477 0.1 -0.1 0.1
H -0.982 5.696 0.333 0.1 0.1 0.1
H -2.912 5.503 -1.222 0.0 0.1 0.0
H -3.374 3.293 -2.273 -0.1 -0.1 -0.1
H -1.897 1.364 -1.686 -0.1 -0.1 0.1
N -1.276 -1.751 0.795 -0.5 0.1 -0.3
C -0.802 -3.127 0.645 0.5 -0.2 0.0
C 0.691 -3.097 0.314 -0.4 -0.1 0.0
N 1.397 -2.148 1.171 0.4 0.1 -0.4
C 1.599 -2.626 2.545 -0.3 0.2 0.3
C 0.558 -2.040 3.506 0.2 -0.2 -0.2
N 0.469 -0.589 3.334 -0.1 0.2 0.3
H -2.214 -1.751 1.197 0.3 0.1 0.0
H -1.342 -1.363 -0.151 -0.2 -0.1 0.3
H -1.318 -3.661 -0.166 0.0 0.1 0.2
H -0.989 -3.670 1.573 0.0 0.0 0.0
H 0.809 -2.755 -0.716 0.1 -0.1 0.1
H 1.103 -4.114 0.398 0.0 0.1 -0.1
H 2.304 -1.989 0.741 0.0 0.0 0.1
H 2.592 -2.329 2.889 -0.1 -0.1 -0.1
H 1.544 -3.722 2.592 0.1 0.0 0.0
H 0.837 -2.316 4.533 -0.1 0.0 -0.1
H -0.432 -2.454 3.303 0.1 0.1 0.1
H 1.247 -0.148 3.825 -0.1 0.0 -0.1
H -0.394 -0.267 3.794 0.4 -0.1 -0.1
C -5.084 -0.292 0.917 0.2 0.1 -0.1
C -4.071 0.508 0.116 -0.7 -0.1 -0.4
O -2.777 0.546 0.704 0.5 0.0 1.1
P -2.545 1.039 2.248 -0.8 1.1 -0.8
O -1.096 1.469 2.285 -0.6 0.0 0.1
Te -3.027 -0.510 3.916 -0.4 -0.1 0.3
O -3.450 2.392 2.147 0.4 -1.3 -0.3
C -3.606 3.107 3.357 -0.2 0.5 0.8
C -4.991 2.872 3.930 0.3 0.0 -0.2
H -6.007 -0.351 0.351 -0.2 0.0 -0.1
H -5.286 0.188 1.872 -0.1 -0.1 0.0
H -4.721 -1.301 1.110 0.0 0.0 0.0
H -4.429 1.535 -0.019 0.1 -0.1 0.0
H -3.924 0.050 -0.869 0.0 0.2 0.1
H -3.445 4.164 3.123 0.0 -0.1 0.0
H -2.835 2.788 4.067 -0.1 0.2 0.1
H -5.737 3.124 3.182 -0.2 0.1 -0.1
H -5.147 3.486 4.810 0.0 0.1 0.2
H -5.101 1.824 4.206 -0.1 0.0 0.0
C -1.200 0.757 -4.603 0.1 -0.2 0.2
C 0.228 0.451 -4.143 -0.1 -0.1 0.2
C 1.004 -0.068 -5.355 0.0 -0.2 0.3
C 0.894 1.746 -3.680 -0.1 -0.2 0.2
Si 0.250 -0.818 -2.668 0.4 -0.4 -1.3
O -0.019 -0.215 -1.229 -0.2 0.5 1.2
C 2.022 -1.538 -2.650 -0.5 0.1 0.0
C 2.443 -2.741 -3.206 -0.1 -0.1 -0.1
C 3.780 -3.098 -3.231 0.1 -0.1 -0.1
C 4.737 -2.254 -2.697 0.1 0.0 0.0
C 4.338 -1.069 -2.102 0.2 0.1 0.1
C 2.998 -0.728 -2.071 -0.2 0.2 0.1
C -1.070 -2.129 -3.120 0.5 0.3 0.2
C -2.280 -2.196 -2.440 0.0 0.2 0.1
C -3.259 -3.118 -2.764 -0.2 -0.1 0.0
C -3.058 -3.996 -3.815 0.0 -0.1 0.0
C -1.877 -3.926 -4.534 0.0 -0.2 -0.2
C -0.904 -3.007 -4.186 0.2 0.0 -0.1
H -1.187 1.454 -5.443 0.0 0.1 -0.1
H -1.778 1.212 -3.802 -0.2 0.1 0.0
H -1.718 -0.149 -4.921 -0.1 0.0 0.0
H 1.035 0.697 -6.132 0.0 0.1 -0.1
H 0.532 -0.952 -5.779 0.0 -0.1 -0.1
H 2.029 -0.319 -5.086 0.1 0.0 -0.1
H 0.807 2.520 -4.444 0.0 0.1 -0.1
H 1.952 1.571 -3.491 0.2 0.1 0.1
H 0.439 2.107 -2.760 0.0 0.2 0.1
H 1.715 -3.419 -3.626 -0.1 -0.1 -0.1
H 4.081 -4.036 -3.679 0.0 -0.1 0.0
H 5.783 -2.522 -2.732 0.1 0.0 0.0
H 5.076 -0.405 -1.672 0.0 0.0 0.1
H 2.690 0.192 -1.589 0.1 0.1 0.0
H -2.476 -1.485 -1.651 -0.1 0.1 0.2
H -4.182 -3.148 -2.200 -0.1 0.0 0.0
H -3.816 -4.719 -4.082 0.0 0.0 0.0
H -1.716 -4.590 -5.373 0.0 0.0 0.0
H 0.004 -2.958 -4.768 0.1 -0.1 -0.1

=====

# 3
52
Properties=species:S:1:pos:R:3:forces:R:3 method="wB97M-V/def2-TZVPD" lumo_ev="-0.102 / -0.827" charge=0 homo_energy_ev="-6.0 / -8.0" relative_energy_kj_mol=102.21 max_force_ha_per_bohr=0.018 multiplicity=6 s2=8.82
Mn 0.164 -0.006 -0.304 0.9 -0.2 0.0
O -2.025 4.107 2.274 0.1 0.1 0.1
C -1.789 4.581 1.039 0.0 -0.1 0.0
C -2.012 5.936 0.809 0.0 0.1 0.0
C -1.778 6.485 -0.436 0.0 -0.1 0.0
C -1.319 5.690 -1.482 0.0 0.1 -0.1
C -1.095 4.347 -1.266 -0.1 0.0 0.1
C -1.324 3.769 -0.013 -0.1 0.2 -0.1
C -1.030 2.354 0.182 0.0 -0.6 0.6
O -0.553 1.643 -0.818 -0.2 0.5 -0.4
N -1.198 1.797 1.365 0.0 0.5 -0.2
N -0.690 0.538 1.334 -0.2 -0.2 0.4
C -0.685 -0.311 2.353 0.0 0.0 0.0
C -0.019 -1.524 2.100 0.0 0.1 -0.2
C 0.208 -2.526 3.066 0.0 -0.1 0.1
C 0.905 -3.653 2.734 0.0 0.1 -0.1
C 1.393 -3.800 1.416 0.0 0.0 0.0
C 1.143 -2.805 0.509 0.1 -0.1 -0.2
N 0.450 -1.690 0.797 -0.3 0.1 0.3
H -1.740 3.165 2.300 -0.1 -0.1 -0.1
H -2.365 6.540 1.635 0.0 0.0 0.0
H -1.945 7.543 -0.596 0.0 0.0 0.0
H -1.138 6.121 -2.458 0.0 0.0 0.0
H -0.740 3.707 -2.063 0.0 0.0 0.0
H -1.140 -0.075 3.307 0.0 0.0 0.0
H -0.168 -2.371 4.068 0.0 0.0 0.0
H 1.088 -4.425 3.469 0.0 0.0 0.0
H 1.953 -4.674 1.122 0.0 0.0 0.0
H 1.502 -2.884 -0.510 0.0 0.0 0.0
S 4.798 0.625 0.034 -0.1 0.0 0.0
C 4.253 1.356 1.513 -0.2 0.0 -0.2
C 5.003 1.872 2.561 0.0 0.0 0.0
C 4.325 2.447 3.620 0.1 0.0 0.0
C 2.928 2.511 3.628 0.0 0.0 0.0
C 2.183 1.993 2.589 -0.1 -0.1 0.0
C 2.849 1.396 1.519 0.3 0.1 0.2
N 2.264 0.852 0.397 -0.2 -0.3 -0.4
C 3.138 0.423 -0.464 0.2 0.2 0.4
C 2.729 -0.188 -1.726 -0.3 -0.1 -0.1
C 3.652 -0.485 -2.727 0.0 0.1 0.2
C 3.220 -1.045 -3.916 0.0 0.0 0.0
C 1.868 -1.306 -4.094 0.0 0.0 -0.1
C 0.957 -1.013 -3.088 -0.1 0.0 0.2
C 1.350 -0.443 -1.876 0.3 -0.2 -0.4
H 6.084 1.823 2.543 0.0 0.0 0.0
H 4.882 2.860 4.450 0.0 0.0 0.0
H 2.427 2.989 4.460 0.0 0.0 0.0
H 1.102 2.050 2.581 0.0 0.0 0.0
H 4.702 -0.268 -2.571 0.0 0.0 -0.1
H 3.927 -1.272 -4.703 0.0 0.0 0.0
H 1.519 -1.735 -5.026 0.0 0.0 0.0
H -0.092 -1.237 -3.258 0.0 0.0 0.0

=====

# 4
18
Properties=species:S:1:pos:R:3:forces:R:3 method="wB97M-V/def2-TZVPD" lumo_ev=-3.511 smiles="C=CCCC[NH3+]" charge=+1 homo_energy_ev=-13.9 relative_energy_kj_mol=128.75 max_force_ha_per_bohr=0.037
C 1.048 -0.447 -1.817 -1.2 -0.6 0.0
C 0.118 0.433 -1.462 0.9 1.4 -0.8
C 0.304 1.467 -0.342 -0.4 -1.8 -0.5
C 0.383 0.782 1.024 -0.3 -0.2 -0.2
C -0.801 -0.145 1.352 0.7 0.8 0.0
N -0.752 -1.456 0.611 -0.5 -1.1 0.2
H 1.919 -0.631 -1.218 0.5 -0.1 0.1
H 0.823 -1.088 -2.667 0.5 0.1 0.0
H -0.639 0.665 -2.219 -0.2 -0.3 0.5
H -0.561 2.113 -0.407 0.0 0.5 0.3
H 1.217 2.004 -0.542 0.2 0.5 0.0
H 1.305 0.212 1.191 0.0 0.2 -0.3
H 0.375 1.545 1.790 0.0 0.2 0.4
H -0.702 -0.344 2.409 -0.6 -0.3 0.2
H -1.738 0.333 1.064 0.0 -0.2 0.4
H -1.364 -1.423 -0.194 0.4 0.3 -0.8
H -1.123 -2.284 1.086 -0.1 0.4 0.8
H 0.188 -1.738 0.343 0.1 0.4 -0.5

=====

# 5
102
Properties=species:S:1:pos:R:3:forces:R:3 method="wB97M-V/def2-TZVPD" lumo_ev=-2.385 charge=+1 homo_energy_ev=-10.9 max_force_ha_per_bohr=0.062
C 0.306 5.001 3.151 -0.8 -0.3 -0.2
C 0.054 3.664 2.367 -0.5 0.4 0.2
C 1.202 2.634 2.582 -1.2 2.3 1.8
F 2.312 3.374 3.010 0.2 -0.8 -1.3
N 1.546 1.688 1.487 1.0 -1.0 1.2
C 2.783 0.964 2.007 1.1 -0.7 0.2
C 4.184 1.512 1.614 -0.8 -1.0 -1.7
O 4.801 2.325 2.151 0.7 1.5 1.5
Br 5.054 0.654 0.050 -0.3 -0.1 0.4
C 1.686 2.228 0.114 -0.6 0.8 -2.2
B 2.345 3.669 -0.166 1.9 1.0 0.3
O 1.705 4.918 -0.032 -0.1 -1.2 1.1
N 3.737 3.698 -0.632 -1.6 0.5 -0.1
C 3.870 3.166 -2.006 1.3 -0.4 -0.1
C 4.312 5.054 -0.572 0.5 0.2 -0.7
C 0.324 2.188 -0.708 1.0 -0.7 0.7
C 0.397 2.961 -2.037 -1.6 -1.0 -0.9
C -0.817 2.439 -2.929 0.1 1.9 -0.3
C -1.489 3.683 -3.627 -0.1 -0.9 1.2
S -0.482 4.373 -4.961 -1.2 0.4 -1.7
O 0.657 3.557 -5.279 0.4 0.4 1.3
O -1.372 4.606 -6.054 -0.2 0.2 0.4
O -0.058 5.861 -4.438 0.4 -1.3 0.2
O 0.161 0.804 -1.029 0.4 0.3 0.4
C 0.105 -0.075 0.097 -0.6 -1.1 0.1
B 1.047 -1.400 -0.157 -0.2 -0.5 -0.2
O 0.503 -2.651 0.211 0.7 1.2 0.6
N 2.417 -1.317 -0.694 -0.5 -1.4 0.3
C 3.226 -2.342 0.036 0.9 0.4 -0.2
C 2.397 -1.834 -2.105 0.0 0.3 -0.2
C -1.378 -0.631 0.120 0.3 0.4 0.0
I -2.607 -0.553 1.886 0.2 0.2 -0.4
C -1.995 -1.156 -0.939 -1.1 -0.3 0.3
C -3.446 -1.698 -0.879 0.6 -0.1 -0.8
I -1.128 -1.340 -2.877 -0.2 0.0 0.7
C 0.406 0.610 1.502 -2.8 -0.2 -0.1
N 0.392 -0.275 2.596 1.0 0.4 -0.8
H 0.624 4.805 4.189 0.0 0.2 -0.5
H 0.991 5.688 2.629 -0.1 -0.4 0.4
H -0.674 5.521 3.196 0.6 -0.3 0.0
H -0.187 3.928 1.326 0.4 -0.3 0.3
H -0.869 3.239 2.814 0.5 0.0 -0.4
H 0.932 2.099 3.514 0.2 -0.5 -0.9
H 2.738 0.963 3.112 0.1 0.2 -0.6
H 2.813 -0.101 1.722 -0.5 0.6 -0.4
H 2.329 1.495 -0.427 -0.4 0.3 0.4
H 1.953 5.317 0.818 -0.2 0.3 -0.4
H 4.945 3.214 -2.290 -0.6 0.0 0.1
H 3.322 3.791 -2.741 0.1 -0.4 0.3
H 3.604 2.092 -2.072 -0.2 0.7 0.0
H 3.846 5.665 -1.378 0.3 0.0 0.7
H 4.183 5.527 0.415 -0.1 -0.3 -0.5
H 5.404 5.036 -0.774 -0.6 -0.2 0.1
H -0.561 2.511 -0.124 0.5 0.2 -0.2
H 0.198 4.045 -1.933 0.7 -0.6 0.4
H 1.294 2.747 -2.646 -0.1 0.3 0.7
H -0.464 1.778 -3.733 -0.3 -0.1 0.7
H -1.622 2.001 -2.310 0.6 -0.1 -0.4
H -1.730 4.441 -2.854 0.3 -0.1 -0.6
H -2.466 3.353 -4.028 0.7 0.4 -0.4
H 0.913 5.933 -4.413 -0.2 -0.1 0.0
H 0.770 -2.893 1.112 -0.3 -0.4 -0.4
H 3.263 -2.141 1.130 -0.2 -0.3 -0.5
H 4.279 -2.239 -0.307 -0.6 -0.1 0.2
H 2.916 -3.380 -0.195 0.0 0.4 0.4
H 1.961 -1.065 -2.762 0.4 -0.4 0.1
H 3.437 -2.097 -2.388 -0.6 0.4 0.0
H 1.785 -2.761 -2.200 0.3 0.5 0.1
H -3.530 -2.484 -0.102 0.0 0.6 -0.2
H -4.124 -0.845 -0.701 0.2 -0.5 0.1
H -3.726 -2.191 -1.826 0.2 0.4 0.5
H -0.532 1.201 1.638 0.9 0.1 0.0
H 1.020 -1.061 2.618 0.0 0.1 0.2
H 0.050 0.064 3.484 -0.2 -0.4 0.0
O -3.931 -3.939 -2.978 -0.1 -0.4 -0.1
C -3.419 -4.746 -3.712 0.3 0.1 -0.1
O -3.657 -6.054 -3.530 -0.4 0.0 0.2
C -3.280 -7.075 -4.463 0.3 -0.2 -0.1
C -1.863 -7.549 -4.215 0.2 0.1 0.1
C -2.438 -4.321 -4.777 -0.3 0.0 -0.5
H -3.433 -6.745 -5.491 0.0 0.1 0.0
H -3.970 -7.902 -4.299 -0.1 0.2 0.1
H -1.138 -6.748 -4.363 0.0 0.0 -0.1
H -1.610 -8.371 -4.886 0.0 0.0 0.0
H -1.752 -7.893 -3.185 -0.1 -0.1 0.0
H -1.439 -4.280 -4.344 0.0 -0.1 0.0
H -2.716 -3.328 -5.123 0.1 0.0 0.2
H -2.439 -4.966 -5.653 0.2 -0.1 0.1
O -1.410 -0.563 5.351 0.3 -0.1 -0.2
C -1.959 -1.505 5.867 -0.4 0.0 0.2
O -1.814 -2.727 5.336 0.5 0.1 -0.2
C -2.241 -3.938 5.979 -0.4 -0.3 0.1
C -3.691 -4.242 5.669 -0.1 0.2 0.0
C -2.882 -1.322 7.045 0.4 0.0 0.4
H -2.042 -3.904 7.051 0.0 0.1 0.0
H -1.612 -4.730 5.574 0.1 0.2 -0.1
H -4.356 -3.468 6.053 0.0 -0.1 0.1
H -3.985 -5.197 6.108 0.0 0.0 0.0
H -3.848 -4.290 4.590 0.1 -0.1 0.0
H -3.886 -1.106 6.679 0.0 -0.1 0.0
H -2.527 -0.474 7.627 -0.1 0.1 -0.2
H -2.907 -2.174 7.719 -0.2 -0.1 -0.1

=====

- Look up the charge of the first one.
  -1